The following is a DFT calculation (the ωB97M-V functional and the def2-TZVPD basis) of a 2-piece molecular cluster, C6H6 overall at a distorted geometry.

- frontier orbital gap (eV) = 9.35
- E (eV) = -6311.742
- multiplicity = 1
- total charge = 0
- LUMO energy (eV) = 0.802

Each line ends with the Mulliken charge.
Atoms and positions in Å:
C: -0.1357 -2.2042 2.4439  -0.188
C: -0.7615 -1.2759 1.9871  -0.234
C: -0.3675 0.0637 0.0112  -0.419
C: 1.2022 1.7976 -1.7851  -0.584
C: -1.2985 -0.4540 0.9821  -0.316
C: 0.2470 0.9413 -1.8679  -0.073
H: 0.2657 -2.9470 3.1536  0.353
H: 0.6711 -0.1984 0.3280  0.222
H: 1.4986 2.1787 -2.7647  0.253
H: 1.5385 2.1963 -0.8720  0.333
H: -2.3586 -0.4446 0.8643  0.338
H: -0.5012 0.3464 -2.4805  0.315